[1]
Computed, not measured: an isolated molecule of C5H9NO, with ωB97M-V with the def2-TZVPD basis set.

Structure (XYZ):
```
16
Properties=species:S:1:pos:R:3:mulliken_charge:R:1
H 0.51369 -1.68906 1.20070 0.280
C -1.11229 -0.93890 -0.85696 -1.610
C 1.24165 0.17017 -0.69161 0.040
H 0.34102 -0.14757 2.10207 0.287
H 2.78191 -0.29640 0.75829 0.195
H -2.04042 -1.09467 -0.29318 0.374
O 1.68922 0.47144 -1.76993 -0.628
H -0.65805 -1.91835 -1.04228 0.397
H -0.05636 1.98297 0.71719 0.401
N 1.81566 -0.13283 0.51596 -0.156
H -1.00081 1.87024 -0.77866 0.350
C 0.57388 -0.59671 1.13132 -0.742
C -0.17279 -0.01189 -0.10346 1.712
H -1.37395 -0.50220 -1.82588 0.344
H -1.69812 1.29158 0.75366 0.384
C -0.77438 1.36574 0.16700 -1.627
```

## Properties
E_HOMO ... -9.607 eV
Orbital gap ... 0.3839 Eh
SMILES string ... CC1(C)CNC1=O
ΔE to the lowest compared entry with this formula, charge and spin ... 0.734 eV
Strongest force on any atom ... 0.40 eV Å⁻¹


[2]
Computed, not measured: a cluster of 2 separate species, C9H17BrFNO2P in total at a distorted geometry, with ωB97M-V with the def2-TZVPD basis set.

Structure (XYZ):
```
32
Properties=species:S:1:pos:R:3:mulliken_charge:R:1
H -2.81547 0.73870 -1.26620 0.371
C 1.13944 0.80498 -0.21299 -0.257
H 0.42728 2.54368 -1.50892 0.294
H -3.13618 -4.11978 0.22472 0.253
H -1.83228 0.90557 1.86089 0.324
N -2.23996 -3.87812 -0.25435 -0.467
O 4.17304 2.63622 -0.14850 -0.519
H 6.48132 -0.38980 0.29366 0.240
C -2.98937 0.51096 -0.13184 -0.366
H -1.72453 -1.12141 1.06013 0.289
C 4.26628 0.08130 -0.15080 -0.233
O 2.07914 1.64871 0.54455 -0.258
H 1.67178 0.29671 -1.15274 0.223
H -1.52519 -3.76331 0.52589 0.248
C 3.46708 1.49638 0.08127 0.659
H -0.68945 1.03172 -1.64753 0.162
H 3.89496 -0.61424 -1.04521 0.280
P -2.39420 -2.26977 -1.08801 0.141
C -2.65666 -1.02445 0.33498 -0.786
C -1.04444 2.44298 0.24425 -0.631
C -0.11040 1.68960 -0.87225 -0.314
C -2.21993 1.51501 0.91093 -0.657
F -0.45727 -5.39790 -0.74790 -0.945
H 5.12500 -0.99816 1.69617 0.240
C 5.37857 -0.45509 0.68084 -0.553
H -1.53853 3.45520 -0.13719 0.301
H -0.31304 2.75036 1.13595 0.199
H -3.03928 2.26140 1.35330 0.304
Br -0.35977 -1.91660 -2.03107 -0.162
H -4.15727 0.66930 0.05778 0.260
H -3.59414 -1.41322 0.96204 0.264
H 0.73347 -0.11692 0.42812 0.092
```

## Properties
E_HOMO ... -3.089 eV
Orbital gap ... 0.1392 Eh
Total charge ... -1
Strongest force on any atom ... 9.09 eV Å⁻¹


[3]
Computed, not measured: an isolated molecule of C5H4ClNOS at a distorted geometry, with ωB97M-V with the def2-TZVPD basis set.

Structure (XYZ):
```
13
Properties=species:S:1:pos:R:3:mulliken_charge:R:1
C 1.78984 -0.82062 -0.60759 0.386
Cl 2.94041 -0.43534 1.60830 -0.119
C 0.56409 -0.25300 -0.14294 0.508
H 1.35570 2.85991 0.40038 0.422
O 1.78694 -1.82396 -1.25688 -0.529
C 1.57309 1.84531 0.04292 -0.109
S 3.20764 1.54075 -0.58658 -0.070
H -0.74522 -2.00621 -0.51432 0.351
H -1.54088 -0.50647 -0.38213 0.429
C -0.63182 -0.95491 -0.66898 -1.349
N 0.54634 1.06163 0.04831 -0.470
H -0.69382 -0.91041 -1.73544 0.325
C 3.14081 -0.11644 -0.12237 0.225
```

## Properties
E_HOMO (alpha / beta) ... -9.432 / -8.405 eV
Orbital gap (alpha / beta) ... 0.2840 / 0.2440 Eh
ΔE to the lowest compared entry with this formula, charge and spin ... 3.754 eV
Strongest force on any atom ... 3.53 eV Å⁻¹


[4]
Computed, not measured: a structure of composition C9H10Cl3NO2Tc at a distorted geometry, with ωB97M-V with the def2-TZVPD basis set.

Structure (XYZ):
```
26
Properties=species:S:1:pos:R:3:mulliken_charge:R:1
Cl -2.57702 -0.23596 3.67310 -0.138
C -2.22962 -1.68325 2.69032 0.727
Cl -3.69060 -2.64564 2.45650 -0.126
H 0.89551 2.83758 -1.56739 0.489
N 1.54517 -1.02470 -0.16257 -0.223
C 0.32982 1.92229 -1.71273 -0.318
H -2.43730 0.01012 -1.80093 0.490
C -1.07021 1.76226 -1.44744 -0.517
C -1.44798 0.43496 -1.86379 -0.737
H 1.50839 1.49422 1.65215 0.377
H 2.35465 1.89093 0.10611 0.256
C 2.40059 -0.18069 0.64773 -0.396
H 3.42379 -0.14438 0.22287 0.307
H -0.24989 -1.20490 -2.83720 0.469
H 1.82184 0.55313 -2.69154 0.408
Tc 0.09535 0.28569 -0.32067 0.150
O -0.66598 -0.37538 1.50190 -0.620
H -1.73530 2.50895 -1.03610 0.425
C 0.81963 0.70997 -2.29723 -0.487
H 1.68273 -2.02227 -0.11880 0.147
C -1.67820 -1.17436 1.31629 0.332
H 2.57809 -0.51622 1.69334 0.287
O -2.15953 -1.50481 0.23929 -0.584
Cl -0.93758 -2.66754 3.43132 -0.139
C 1.69792 1.18552 0.61936 -0.582
C -0.27429 -0.21555 -2.39390 0.001
```

## Properties
E_HOMO (alpha / beta) ... -8.195 / -8.498 eV
Orbital gap (alpha / beta) ... 0.3271 / 0.2688 Eh
Expectation value of S² ... 3.7692
ΔE to the lowest compared entry with this formula, charge and spin ... 0.000 eV
Strongest force on any atom ... 4.29 eV Å⁻¹
Multiplicity ... 4